Record 1
C20H25N3O3 in the gas phase, computed with ωB97M-V/def2-TZVPD.

XYZ file:
```
51
C20H25N3O3 | OMol25 | ωB97M-V/def2-TZVPD
O 3.3774 -0.9724 0.6459
C 2.1841 -1.1914 0.6937
C 1.6223 -2.5150 0.1478
N 0.9167 -2.3547 -1.1077
C -0.4326 -2.5776 -1.2693
O -1.2042 -2.7908 -0.3670
C -0.7161 -2.5731 -2.7582
C -2.0954 -2.0436 -3.1443
C -2.1610 -0.5215 -3.1073
C -1.0471 0.0701 -3.9636
C 0.3080 -0.3144 -3.3828
C 0.4958 -1.8411 -3.3397
C 1.5765 -2.1095 -2.3092
O 2.7648 -2.0809 -2.4467
N 1.3155 -0.3073 1.2273
C -0.1112 -0.4385 1.4157
C -0.8128 0.7207 0.6879
N -0.3446 2.0106 1.1360
C -0.9431 2.6445 2.2231
C -1.9331 2.0410 3.0031
C -2.5449 2.7318 4.0332
C -2.1887 4.0358 4.3226
C -1.2163 4.6501 3.5508
C -0.6078 3.9715 2.5155
C 1.0886 2.1103 0.9502
C 1.8123 0.9755 1.6893
H 0.9478 -2.9960 0.8591
H 2.4940 -3.1513 -0.0333
H -0.6658 -3.6297 -3.0543
H -2.8294 -2.4699 -2.4581
H -2.3328 -2.3859 -4.1538
H -3.1341 -0.1937 -3.4757
H -2.0594 -0.1725 -2.0777
H -1.1314 1.1576 -3.9919
H -1.1320 -0.3028 -4.9862
H 1.1202 0.1226 -3.9650
H 0.3799 0.0858 -2.3670
H 0.7810 -2.2065 -4.3268
H -0.3224 -0.3717 2.4903
H -0.4884 -1.3884 1.0463
H -0.5802 0.6495 -0.3819
H -1.8939 0.6501 0.8011
H -2.2362 1.0215 2.8228
H -3.3036 2.2352 4.6209
H -2.6638 4.5680 5.1322
H -0.9342 5.6736 3.7507
H 0.1229 4.4878 1.9118
H 1.3048 2.0398 -0.1218
H 1.4582 3.0655 1.3156
H 1.6269 1.0670 2.7662
H 2.8858 1.0093 1.5007
```

Calculated values
Energy relative to the best compared isomer or geometry (same formula, charge and spin) in kJ/mol: 56.3
SMILES: O=C(CN1C(=O)[C@H]2CCCC[C@H]2C1=O)N1CCN(c2ccccc2)CC1

So, what does the Mulliken scheme give us? The charges, in e, come out as: O -0.67; C 1.05; C -1.38; N 0.34; C 0.10; O -0.68; C 0.30; C -1.21; C -0.17; C -0.91; C -0.14; C 0.12; C 0.01; O -0.60; N 0.13; C -0.64; C -0.97; N 0.10; C 0.95; C -0.37; C -0.80; C -0.48; C -0.63; C -0.32; C -0.80; C -0.95; H 0.54; H 0.45; H 0.32; H 0.40; H 0.44; H 0.38; H -0.02; H 0.41; H 0.40; H 0.38; H -0.25; H 0.56; H 0.43; H 0.26; H 0.13; H 0.54; H 0.25; H 0.36; H 0.39; H 0.37; H 0.41; H 0.32; H 0.40; H 0.29; H 0.48

=====

Record 2
C20H25N3O3S in the gas phase, computed with ωB97M-V/def2-TZVPD.

XYZ file:
```
52
C20H25N3O3S | OMol25 | ωB97M-V/def2-TZVPD
C 4.7375 -1.4657 -5.1324
C 4.6487 -1.5142 -3.6218
O 5.6064 -1.4189 -2.8944
N 3.3575 -1.6752 -3.1884
C 2.8743 -1.7898 -1.8861
C 1.4928 -1.9257 -1.7169
C 0.9558 -2.0552 -0.4526
C 1.7947 -2.0511 0.6462
S 1.0529 -2.2095 2.2643
O 2.0863 -2.1587 3.2608
O 0.1520 -3.3253 2.2620
N 0.1267 -0.8199 2.2650
C -1.2025 -0.8563 2.8267
C -1.9932 0.3067 2.2296
N -1.3184 1.5443 2.5706
C -2.0801 2.7546 2.3695
C -2.2299 3.2843 0.9227
C -2.9333 2.3331 0.0001
C -2.2636 1.7412 -1.0645
C -2.9115 0.8512 -1.9023
C -4.2437 0.5412 -1.6899
C -4.9253 1.1357 -0.6414
C -4.2761 2.0268 0.1932
C 0.0246 1.5727 2.0285
C 0.8232 0.3987 2.5951
C 3.1600 -1.9123 0.4955
C 3.7079 -1.7799 -0.7682
H 4.3715 -2.3971 -5.5595
H 4.1418 -0.6421 -5.5207
H 5.7742 -1.3243 -5.4230
H 2.6464 -1.7331 -3.9049
H 0.8461 -1.9336 -2.5833
H -0.1052 -2.1680 -0.2991
H -1.1700 -0.7546 3.9207
H -1.6430 -1.8184 2.5672
H -2.0703 0.1571 1.1414
H -2.9989 0.3255 2.6534
H -3.0723 2.5841 2.7934
H -1.5933 3.5399 2.9585
H -2.8013 4.2141 0.9848
H -1.2428 3.5251 0.5247
H -1.2229 1.9794 -1.2396
H -2.3751 0.4001 -2.7248
H -4.7503 -0.1545 -2.3422
H -5.9677 0.9058 -0.4759
H -4.8165 2.4933 1.0045
H 0.0290 1.4869 0.9288
H 0.4988 2.5136 2.3160
H 0.9275 0.5069 3.6832
H 1.8171 0.3521 2.1477
H 3.7819 -1.9171 1.3766
H 4.7717 -1.6741 -0.8988
```

Calculated values
Energy relative to the best compared isomer or geometry (same formula, charge and spin) in kJ/mol: 203.9
SMILES: CC(=O)Nc1ccc(S(=O)(=O)N2CCN(CCc3ccccc3)CC2)cc1

So, what does the Mulliken scheme give us? The charges, in e, come out as: C -1.32; C 0.81; O -0.60; N -0.16; C 1.02; C -1.03; C -0.62; C -0.44; S 1.38; O -0.73; O -0.77; N 0.41; C -1.26; C -0.04; N 0.07; C -1.11; C -1.18; C 0.53; C -0.15; C -0.71; C -0.40; C -0.72; C -0.03; C -0.35; C -1.03; C -0.29; C -0.48; H 0.33; H 0.34; H 0.35; H 0.20; H 0.29; H 0.43; H 0.33; H 0.48; H -0.03; H 0.49; H 0.49; H 0.42; H 0.44; H 0.41; H 0.31; H 0.40; H 0.40; H 0.40; H 0.39; H 0.08; H 0.46; H 0.28; H 0.48; H 0.52; H 0.53

=====

Record 3
C20H25N3O6S in the gas phase, computed with ωB97M-V/def2-TZVPD.

XYZ file:
```
55
C20H25N3O6S | OMol25 | ωB97M-V/def2-TZVPD
C 1.2516 2.4187 -4.1430
O 0.6998 1.1876 -3.7319
C 1.1361 0.6424 -2.5604
C 2.0247 1.2337 -1.6919
C 2.4412 0.6236 -0.4927
O 3.3140 1.4007 0.1869
C 3.3856 1.3950 1.6030
C 1.9631 -0.6529 -0.2134
S 2.3087 -1.8403 1.1133
O 3.3728 -1.4592 1.9922
O 2.4049 -3.1258 0.4947
N 0.8668 -1.8479 1.9785
C 0.5375 -0.6430 2.6292
C 1.2728 -0.3021 3.7534
C 1.0795 0.9181 4.3794
C 0.1526 1.8073 3.8666
C -0.6048 1.4645 2.7595
C -0.4485 0.2307 2.1307
N -1.1648 -0.1537 0.9899
C -2.0839 -1.2798 1.0904
C -3.5135 -0.7959 1.3728
O -3.9577 0.1177 0.3941
C -3.1230 1.2520 0.3611
C -1.6681 0.8505 0.0771
C 1.0517 -1.2427 -1.0852
C 0.6059 -0.6240 -2.2327
N -0.3267 -1.1903 -3.1057
C -1.2381 -2.1651 -2.8235
C -2.1147 -2.5004 -4.0089
O -1.3443 -2.6955 -1.7401
H 2.3373 2.3510 -4.2518
H 1.0032 3.2201 -3.4418
H 0.8016 2.6330 -5.1110
H 2.4431 2.2070 -1.8890
H 2.4039 1.6023 2.0371
H 4.0713 2.2049 1.8473
H 3.7644 0.4532 1.9950
H 0.1516 -2.1945 1.3563
H 2.0225 -0.9944 4.0988
H 1.6602 1.1757 5.2510
H 0.0056 2.7704 4.3326
H -1.3249 2.1728 2.3790
H -1.7818 -1.9419 1.9021
H -2.0668 -1.8245 0.1401
H -4.2112 -1.6339 1.3447
H -3.5528 -0.3213 2.3674
H -3.5061 1.8920 -0.4362
H -3.1982 1.7889 1.3197
H -1.0127 1.7222 0.0961
H -1.6315 0.4073 -0.9253
H 0.7120 -2.2398 -0.8630
H -0.3800 -0.7267 -4.0024
H -2.7022 -1.6311 -4.2973
H -1.5029 -2.8071 -4.8542
H -2.7867 -3.3095 -3.7385
```

Calculated values
Energy relative to the best compared isomer or geometry (same formula, charge and spin) in kJ/mol: 395.2
SMILES: COc1cc(OC)c(S(=O)(=O)Nc2ccccc2N2CCOCC2)cc1NC(C)=O

So, what does the Mulliken scheme give us? The charges, in e, come out as: C -0.97; O -0.49; C 1.29; C -0.20; C 0.28; O -0.53; C -0.63; C -0.07; S 1.19; O -0.75; O -0.69; N -0.40; C -0.77; C -0.14; C -0.84; C -0.89; C -0.55; C 1.12; N 0.92; C -0.35; C -0.94; O -0.44; C -0.60; C -0.72; C -0.80; C -0.74; N -0.15; C 0.79; C -1.50; O -0.64; H 0.38; H 0.36; H 0.26; H 0.49; H 0.15; H 0.35; H 0.36; H 0.56; H 0.47; H 0.39; H 0.40; H 0.26; H 0.75; H -0.01; H 0.40; H 0.36; H 0.39; H 0.34; H 0.48; H 0.00; H 0.69; H 0.28; H 0.36; H 0.37; H 0.38